{"formula": "C30H41GeN7O5Sn", "method": "the ωB97M-V functional and the def2-TZVPD basis", "s_squared": 0.75, "charge": 1, "spin_multiplicity": 2, "e_tot_ev": -114789.6136, "gap_ev": [8.2, 6.6], "species": ["Sn", "C", "C", "C", "C", "O", "Ge", "O", "C", "C", "C", "C", "O", "C", "C", "C", "C", "H", "H", "H", "H", "H", "H", "H", "H", "H", "H", "H", "H", "H", "H", "H", "H", "H", "H", "H", "H", "H", "H", "H", "H", "H", "H", "H", "O", "C", "N", "C", "O", "C", "C", "C", "C", "C", "N", "C", "C", "C", "C", "C", "N", "H", "H", "H", "H", "H", "H", "H", "H", "N", "C", "C", "N", "C", "C", "N", "C", "C", "N", "H", "H", "H", "H", "H", "H"], "xyz": [[-0.17005, 0.70020, -0.01543], [-2.49276, -2.54396, -1.77269], [-1.22974, -2.35259, -2.60013], [-0.76403, -3.67546, -3.19338], [-1.46651, -1.32975, -3.69702], [-0.18055, -1.78727, -1.76599], [0.69979, -2.63008, -0.47350], [-0.38411, -2.38828, 0.91871], [-0.68752, -3.33921, 1.96853], [-1.68978, -2.62831, 2.86726], [-1.30979, -4.60496, 1.39218], [0.58786, -3.67676, 2.72828], [1.81491, -1.24918, -0.21105], [3.24621, -1.27545, 0.03795], [3.63083, -2.56214, 0.75483], [3.53374, -0.06911, 0.91812], [3.98293, -1.16096, -1.28733], [-3.32758, -2.83667, -2.41215], [-2.75336, -1.61750, -1.25694], [-2.35226, -3.32153, -1.02055], [-1.53869, -4.10036, -3.83405], [-0.54879, -4.40627, -2.40666], [0.13999, -3.53246, -3.78948], [-2.27524, -1.66205, -4.34916], [-0.56723, -1.19639, -4.30254], [-1.74628, -0.36608, -3.26395], [-2.56690, -2.33102, 2.28836], [-1.24495, -1.73053, 3.30118], [-2.00816, -3.28727, 3.67699], [-2.27829, -4.39091, 0.93924], [-1.45552, -5.35086, 2.17579], [-0.65757, -5.04596, 0.62998], [1.09024, -2.76214, 3.05353], [1.28143, -4.24063, 2.09426], [0.36888, -4.28484, 3.60814], [3.08945, -2.65351, 1.70031], [4.70067, -2.57827, 0.96802], [3.40573, -3.43779, 0.13549], [3.06617, -0.18698, 1.89799], [3.14294, 0.84281, 0.45900], [4.60923, 0.05342, 1.05802], [3.71447, -1.98703, -1.95302], [5.06210, -1.19098, -1.12559], [3.73781, -0.22205, -1.78553], [-0.74813, 4.43619, 1.34610], [-0.04220, 3.45369, 1.30859], [0.55126, 2.84430, 0.20876], [0.86407, 3.59959, -0.90636], [0.84828, 4.80297, -1.02709], [1.36022, 2.75116, -2.05947], [2.04494, 3.32265, -3.11431], [2.47011, 2.49890, -4.14455], [2.18940, 1.13995, -4.08896], [1.49651, 0.65050, -2.99714], [1.09303, 1.44734, -2.00188], [0.20218, 2.64996, 2.57708], [0.28812, 3.26665, 3.81183], [0.55213, 2.47895, 4.92069], [0.69124, 1.10837, 4.75857], [0.56453, 0.57669, 3.48720], [0.33890, 1.33102, 2.41194], [2.22437, 4.38852, -3.10109], [3.01618, 2.91087, -4.98423], [2.50492, 0.46572, -4.87463], [1.24701, -0.39829, -2.89673], [0.14571, 4.33683, 3.87894], [0.64529, 2.92657, 5.90199], [0.89999, 0.45933, 5.59848], [0.65636, -0.49046, 3.31683], [-3.08061, 3.91666, -1.48546], [-2.51792, 3.82804, -2.73987], [-1.76834, 2.69778, -2.72157], [-1.85698, 2.09389, -1.48096], [-2.65274, 2.85666, -0.76486], [-2.93240, 2.58956, 0.64680], [-2.39050, 1.57535, 1.27909], [-2.77388, 1.70908, 2.59891], [-3.55824, 2.80824, 2.74524], [-3.65949, 3.35903, 1.48501], [-3.63749, 4.68707, -1.15795], [-2.69607, 4.56274, -3.50535], [-1.17318, 2.27876, -3.51742], [-2.47073, 0.99974, 3.35428], [-4.04469, 3.23904, 3.60353], [-4.10086, 4.23753, 1.27401]]}

=====

{"formula": "C30H41N2O2PtTe", "method": "the ωB97M-V functional and the def2-TZVPD basis", "charge": 1, "spin_multiplicity": 1, "e_tot_ev": -49387.2544, "gap_ev": 7.5, "relative_energy_kcal_mol": 9.0, "species": ["Pt", "C", "C", "C", "C", "C", "C", "C", "N", "C", "C", "C", "C", "C", "C", "C", "N", "C", "C", "C", "C", "H", "H", "H", "H", "H", "H", "H", "H", "H", "H", "H", "H", "H", "H", "H", "H", "H", "H", "H", "H", "H", "H", "H", "H", "C", "Te", "C", "H", "H", "H", "H", "H", "H", "C", "C", "C", "C", "C", "C", "C", "C", "C", "C", "O", "O", "H", "H", "H", "H", "H", "H", "H", "H", "H", "H", "H"], "xyz": [[-1.72437, 0.68400, -1.42703], [5.44455, -0.15802, -0.42083], [4.82884, -0.13818, -1.81970], [5.21169, -1.43701, -2.54371], [5.38713, 1.06730, -2.59108], [3.31169, -0.02126, -1.77689], [2.56696, -0.05171, -2.95684], [1.19308, 0.06276, -2.90610], [0.52708, 0.20088, -1.76136], [1.21363, 0.24229, -0.61785], [2.59838, 0.13639, -0.59375], [0.40221, 0.43745, 0.61003], [0.90347, 0.24800, 1.88388], [0.11314, 0.44365, 3.01519], [-1.19921, 0.84556, 2.79013], [-1.65642, 1.00233, 1.49799], [-0.88353, 0.80534, 0.42618], [0.69605, 0.24512, 4.40589], [1.45210, -1.08977, 4.46836], [1.67208, 1.40149, 4.67671], [-0.39114, 0.24443, 5.48099], [6.52464, -0.27524, -0.50645], [5.06935, -0.99295, 0.17478], [5.25959, 0.77294, 0.11907], [6.29769, -1.53138, -2.57355], [4.85066, -1.45349, -3.57199], [4.80877, -2.30898, -2.02578], [6.47496, 1.00294, -2.63568], [5.12082, 2.00473, -2.09982], [5.01180, 1.09907, -3.61445], [3.04741, -0.16244, -3.91875], [0.59186, 0.04018, -3.80741], [3.12257, 0.19174, 0.34736], [1.92709, -0.07647, 1.99593], [-1.88789, 1.02236, 3.60214], [-2.68055, 1.28503, 1.29904], [2.35437, -1.08243, 3.85592], [0.81953, -1.91836, 4.14476], [1.76223, -1.28319, 5.49530], [2.45920, 1.44326, 3.92186], [2.14509, 1.26375, 5.64991], [1.15237, 2.36081, 4.68242], [-1.12733, -0.54328, 5.30696], [-0.90981, 1.20225, 5.54086], [0.06518, 0.06480, 6.45410], [-1.30787, 3.88846, -2.97099], [-2.65919, 3.06985, -1.54891], [-4.23505, 2.86761, -2.96027], [-1.67442, 4.85777, -3.29875], [-1.24255, 3.19586, -3.80596], [-0.33861, 3.99719, -2.49095], [-3.79425, 2.59713, -3.91517], [-4.77123, 3.81057, -3.01871], [-4.89870, 2.06725, -2.64669], [-2.10802, -2.77995, 2.38779], [-2.50049, -2.21847, 1.04962], [-3.69522, -1.49105, 0.91295], [-4.09418, -0.95858, -0.29269], [-5.38370, -0.19960, -0.41120], [-3.25061, -1.13156, -1.42001], [-2.09521, -1.94312, -1.32964], [-1.37184, -2.44795, -2.55586], [-1.73269, -2.45165, -0.07154], [-3.60612, -0.53135, -2.77725], [-4.61228, -0.77709, -3.38748], [-2.65011, 0.29559, -3.17226], [-2.44883, -2.13634, 3.19963], [-1.02653, -2.89514, 2.46480], [-2.55720, -3.76353, 2.53843], [-4.32162, -1.34334, 1.78642], [-5.79896, 0.01778, 0.57165], [-6.11477, -0.77488, -0.97975], [-5.24395, 0.74168, -0.94461], [-1.91625, -2.23375, -3.47229], [-1.26060, -3.52963, -2.47555], [-0.37210, -2.02639, -2.64479], [-0.84392, -3.06999, 0.00328]]}